Entry 1:
Formula: C28H39N2OS2
Source: the OMol25 dataset
Level of theory: ωB97M-V/def2-TZVPD

Electronic energy in eV: -56368.1585
SMILES: Cc1ccc([C@@H](SC(=S)N2CCN(C)CC2)c2cc(C(C)(C)C)c([O-])c(C(C)(C)C)c2)cc1
Orbital gap in eV: 5.952
Multiplicity: 1
Charge: -1

Element x y z (Å)
1 C -4.888320 9.791361 0.014528
2 C -5.057913 8.304078 -0.101455
3 C -5.907011 7.709343 -1.046194
4 C -5.962931 6.317406 -1.182245
5 C -5.228713 5.483430 -0.305626
6 C -5.120359 3.993507 -0.415195
7 S -3.030449 3.472899 -0.317557
8 C -2.775296 1.783863 -0.211139
9 S -3.590917 0.816008 -1.298139
10 N -1.872604 1.231579 0.693962
11 C -2.139320 -0.163002 1.030622
12 C -1.023735 -0.764696 1.862227
13 N -0.804942 0.098908 2.979714
14 C -0.105062 -0.559784 4.051766
15 C -0.273058 1.367632 2.561577
16 C -1.319729 2.099993 1.721429
17 C -5.754047 3.181191 0.644611
18 C -5.878576 3.684688 1.958058
19 C -5.966085 2.856782 3.043653
20 C -5.881177 3.402801 4.485875
21 C -4.737046 2.708990 5.235742
22 C -5.633100 4.915265 4.545423
23 C -7.212393 3.116224 5.186076
24 C -6.155726 1.426617 2.797670
25 O -6.172058 0.620912 3.764711
26 C -6.282074 0.939500 1.419848
27 C -6.679383 -0.538723 1.197915
28 C -8.050771 -0.784963 1.850619
29 C -6.791297 -0.911039 -0.281372
30 C -5.642062 -1.467326 1.846334
31 C -6.027629 1.818223 0.402041
32 C -4.428888 6.099313 0.669827
33 C -4.293128 7.482512 0.724561
34 H -5.637660 10.296185 -0.604125
35 H -5.011103 10.090439 1.065160
36 H -3.874710 10.099271 -0.289952
37 H -6.498075 8.343035 -1.711119
38 H -6.605784 5.837596 -1.932696
39 H -5.148554 3.585072 -1.429016
40 H -3.090635 -0.255450 1.597764
41 H -2.216892 -0.748430 0.097321
42 H -0.118687 -0.883740 1.212284
43 H -1.327637 -1.747845 2.260412
44 H -0.727621 -1.421708 4.310581
45 H 0.901699 -0.897376 3.753320
46 H -0.049462 0.131307 4.900528
47 H -0.046151 1.953784 3.465627
48 H 0.644819 1.281998 1.937992
49 H -2.129697 2.493897 2.366273
50 H -0.808494 2.924092 1.208055
51 H -5.812207 4.762642 2.121068
52 H -3.786735 2.888716 4.717747
53 H -4.661371 3.077362 6.267099
54 H -4.916109 1.631465 5.254960
55 H -4.683989 5.192794 4.066824
56 H -6.456335 5.469541 4.079434
57 H -5.581463 5.229186 5.598425
58 H -7.398650 2.038241 5.192849
59 H -7.194906 3.484901 6.218784
60 H -8.024661 3.606898 4.636056
61 H -8.785447 -0.098059 1.406951
62 H -8.356348 -1.827029 1.693803
63 H -7.981611 -0.584704 2.924644
64 H -7.534678 -0.283834 -0.787736
65 H -5.824720 -0.823597 -0.793686
66 H -7.121683 -1.959234 -0.351942
67 H -5.557349 -1.211853 2.908052
68 H -5.951136 -2.516557 1.755657
69 H -4.665533 -1.338491 1.359840
70 H -6.004448 1.445127 -0.623640
71 H -3.890023 5.461005 1.375361
72 H -3.565821 7.892001 1.419063

Forces on atoms 1 to 3 (eV/Å):
-0.073 0.103 0.056
0.260 -0.334 -0.228
0.188 -0.237 0.166


Entry 2:
Formula: C28H39N4O6SSiTl
Source: the OMol25 dataset
Level of theory: ωB97M-V/def2-TZVPD

Electronic energy in eV: -71320.5506
Orbital gap in eV: 7.160
Multiplicity: 1
Charge: 0

Element x y z (Å)
1 Tl -0.351248 -0.372992 1.950131
2 C 2.131820 -1.226870 -4.739107
3 C 2.020141 -0.903531 -3.276647
4 C 2.126877 0.362062 -2.798714
5 C 2.048612 0.659604 -1.399887
6 C 1.977593 1.903828 -0.788856
7 N 1.935563 3.144709 -1.265981
8 C 1.824969 3.606460 -2.644815
9 C 0.464092 3.372653 -3.302880
10 C -0.707756 4.123846 -2.671090
11 N -0.963629 3.660973 -1.313351
12 C -1.182805 2.410123 -0.961651
13 C -1.861459 1.381950 -1.628448
14 C -2.886886 1.537205 -2.598313
15 C -3.859391 0.589524 -2.751562
16 C -4.972990 0.728286 -3.752040
17 C -3.852552 -0.512312 -1.852468
18 C -2.872610 -0.726650 -0.922235
19 C -2.983570 -1.824694 0.032523
20 N -2.172965 -2.018105 0.987592
21 C -2.351432 -3.217018 1.790872
22 C -1.303424 -4.262614 1.413956
23 C 0.151079 -3.883042 1.687304
24 N 0.592068 -2.701135 0.959129
25 C 1.181998 -2.863571 -0.147743
26 C 1.629494 -1.751949 -1.001741
27 C 1.751442 -1.952328 -2.337240
28 C 1.883648 -0.426274 -0.440398
29 O 1.927969 -0.237397 0.784553
30 C -1.737027 0.152705 -0.903296
31 O -0.654193 -0.102579 -0.313630
32 H 2.248711 -0.319076 -5.330639
33 H 1.244086 -1.748522 -5.102449
34 H 2.991585 -1.868684 -4.943425
35 H 2.288184 1.157925 -3.513672
36 H 1.888103 1.864283 0.294462
37 H 1.778670 3.841788 -0.554511
38 H 2.602989 3.130369 -3.239891
39 H 2.062069 4.671721 -2.635413
40 H 0.240516 2.302604 -3.318152
41 H 0.549152 3.689343 -4.345770
42 H -1.595167 4.021613 -3.294537
43 H -0.490802 5.191301 -2.605716
44 H -0.715603 4.259041 -0.534721
45 H -0.826112 2.166833 0.033164
46 H -2.945993 2.446568 -3.184078
47 H -4.825987 1.607756 -4.377929
48 H -5.941927 0.827676 -3.259581
49 H -5.029436 -0.141584 -4.408733
50 H -4.682623 -1.212886 -1.894482
51 H -3.831725 -2.507108 -0.116802
52 H -3.351243 -3.644757 1.642090
53 H -2.258781 -2.949775 2.846986
54 H -1.417996 -4.506920 0.352896
55 H -1.517381 -5.176497 1.974295
56 H 0.792833 -4.739676 1.448497
57 H 0.274328 -3.675620 2.753562
58 H 1.344465 -3.873009 -0.553375
59 H 1.592418 -2.956312 -2.724497
60 O -1.232376 2.377620 3.739417
61 S -1.225433 2.359215 2.290905
62 O -1.613768 3.602536 1.636755
63 O -2.083760 1.192247 1.782687
64 O 0.164069 1.947019 1.784823
65 C 2.231677 -1.023985 6.187259
66 Si 2.052469 -0.745772 4.342472
67 C 2.959860 -2.112606 3.453481
68 C 2.736454 0.921044 3.883172
69 C 0.223669 -0.775949 3.985963
70 H 3.287477 -1.104442 6.457816
71 H 1.736110 -1.944545 6.503399
72 H 1.800178 -0.199159 6.756638
73 H 4.021914 -2.060768 3.705676
74 H 2.856057 -2.015440 2.372104
75 H 2.595717 -3.097232 3.758274
76 H 3.816156 0.953262 4.047765
77 H 2.268673 1.702814 4.484127
78 H 2.532604 1.143457 2.834832
79 H -0.269148 0.069469 4.476583
80 H -0.259360 -1.698069 4.314287

Forces on atoms 1 to 3 (eV/Å):
0.089 -0.085 -0.440
0.007 -0.005 -0.040
-0.031 -0.089 0.141


Entry 3:
Formula: C28H40AsN5O2V
Source: the OMol25 dataset
Level of theory: ωB97M-V/def2-TZVPD

Electronic energy in eV: -127745.5306
Orbital gap (alpha / beta) in eV: 7.271 / 6.558
Multiplicity: 2
Charge: +2

Element x y z (Å)
1 V 0.123734 -1.123981 0.265330
2 C 3.074804 -2.329671 -0.257147
3 C 3.089302 -1.242151 -1.335904
4 C 3.214653 0.109165 -0.681516
5 C 4.112808 1.057363 -1.153139
6 C 4.277180 2.236724 -0.444896
7 C 3.534547 2.421991 0.711599
8 C 2.638875 1.437024 1.084750
9 N 2.468395 0.302621 0.408007
10 N 1.700971 -2.666122 0.186216
11 C 1.122170 -3.649900 -0.753440
12 C -0.330521 -3.840220 -0.419444
13 C -1.035557 -4.982200 -0.746525
14 C -2.343703 -5.118904 -0.301485
15 C -2.881632 -4.112447 0.487362
16 C -2.124332 -2.986675 0.751561
17 N -0.878456 -2.825304 0.276674
18 C 1.722804 -3.230805 1.562970
19 C 1.320253 -2.199684 2.588697
20 C 1.658733 -2.318678 3.926009
21 C 1.209710 -1.367378 4.827796
22 C 0.434810 -0.314359 4.356232
23 C 0.124596 -0.270496 3.013758
24 N 0.543399 -1.199571 2.139935
25 H 3.626101 -1.960965 0.605616
26 H 3.572797 -3.237989 -0.609508
27 H 2.163135 -1.275178 -1.921651
28 H 3.918912 -1.396798 -2.023082
29 H 4.683646 0.855910 -2.049833
30 H 4.985280 2.983485 -0.778599
31 H 3.655293 3.312507 1.312914
32 H 2.024961 1.557636 1.972491
33 H 1.651072 -4.607173 -0.696517
34 H 1.234909 -3.278203 -1.775231
35 H -0.562751 -5.764432 -1.326515
36 H -2.919905 -6.002035 -0.540993
37 H -3.878930 -4.203495 0.894924
38 H -2.517620 -2.173105 1.343975
39 H 2.702610 -3.648609 1.801354
40 H 1.005986 -4.051053 1.629124
41 H 2.269958 -3.149443 4.253628
42 H 1.457534 -1.448704 5.877016
43 H 0.086212 0.455920 5.028992
44 H -0.492024 0.521858 2.602844
45 O 0.263705 1.281059 -0.602032
46 C -0.113430 2.405571 -0.230927
47 C 0.545217 3.649629 -0.769204
48 C -0.424767 4.491055 -1.621438
49 C -1.279112 5.446839 -0.790178
50 C -2.276825 4.741336 0.126770
51 C -1.624808 3.829161 1.168108
52 N -1.129594 2.561263 0.628439
53 H 1.400591 3.324079 -1.356808
54 H 0.922436 4.254516 0.060507
55 H -1.075008 3.825006 -2.199401
56 H 0.156880 5.067093 -2.340812
57 H -1.830497 6.110074 -1.458179
58 H -0.618932 6.076122 -0.186533
59 H -2.973499 4.152789 -0.477489
60 H -2.863426 5.494571 0.655142
61 H -2.350663 3.579292 1.939223
62 H -0.805187 4.363577 1.654601
63 H -1.601433 1.706338 0.888085
64 C -3.062638 -1.811422 -2.304885
65 As -2.393711 -0.107568 -1.685890
66 C -3.941671 1.046108 -1.635433
67 C -1.216496 0.471247 -3.108772
68 O -1.802263 -0.281944 -0.133134
69 H -2.246583 -2.513912 -2.470539
70 H -3.602612 -1.664230 -3.240168
71 H -3.743799 -2.209718 -1.556887
72 H -4.746908 0.492273 -1.154528
73 H -4.235376 1.299873 -2.652912
74 H -3.750345 1.955081 -1.071606
75 H -0.570174 -0.359524 -3.392208
76 H -0.604133 1.317134 -2.818029
77 H -1.849662 0.730757 -3.957232

Forces on atoms 1 to 3 (eV/Å):
0.527 3.558 -2.282
0.106 0.185 -0.218
-0.085 0.055 0.269